Here is C45H34BrN2O2RuSi as an isolated structure from the Open Molecules 2025 dataset. Energies are from the ωB97M-V functional and the def2-TZVPD basis.

Cartesian coordinates (Å):
Ru (0.055, -0.056, 0.881)
C (-0.700, -3.515, 2.876)
O (0.010, -1.187, 2.779)
C (1.361, -1.437, 3.114)
C (1.779, -2.249, 4.168)
C (3.125, -2.440, 4.429)
C (4.094, -1.837, 3.645)
C (3.695, -1.042, 2.592)
C (2.347, -0.836, 2.329)
N (1.948, -0.021, 1.211)
N (2.876, 0.685, 0.748)
C (2.705, 1.517, -0.365)
C (1.662, 1.559, -1.227)
O (0.536, 0.811, -1.022)
C (1.660, 2.335, -2.514)
C (2.836, 3.232, -2.632)
C (3.891, 3.243, -1.726)
C (4.999, 4.109, -1.913)
C (6.043, 4.123, -1.023)
C (6.016, 3.278, 0.090)
C (4.941, 2.426, 0.299)
C (3.876, 2.389, -0.590)
H (-1.132, -4.254, 3.547)
H (0.363, -3.709, 2.788)
H (-1.155, -3.633, 1.893)
H (1.072, -2.773, 4.787)
H (3.406, -3.086, 5.250)
H (5.145, -1.996, 3.840)
H (4.416, -0.571, 1.941)
H (0.746, 2.953, -2.534)
H (2.847, 3.921, -3.466)
H (5.003, 4.759, -2.779)
H (6.882, 4.786, -1.181)
H (6.834, 3.290, 0.797)
H (4.926, 1.791, 1.172)
Br (-2.402, 0.336, 1.144)
C (-3.122, -1.200, 1.991)
C (-4.434, -1.455, 1.593)
C (-5.173, -2.431, 2.234)
C (-4.625, -3.059, 3.334)
C (-3.324, -2.777, 3.754)
C (-2.913, -3.213, 5.058)
C (-1.824, -2.578, 5.666)
C (-0.949, -1.891, 4.887)
C (-1.000, -2.081, 3.390)
C (-2.483, -1.905, 2.992)
H (-4.861, -0.876, 0.787)
H (-6.182, -2.649, 1.914)
H (-5.217, -3.750, 3.921)
H (-3.579, -3.850, 5.623)
H (-1.723, -2.581, 6.743)
H (-0.217, -1.216, 5.302)
C (-3.727, 4.117, -1.424)
C (-2.737, 3.852, -0.489)
C (-1.853, 2.803, -0.694)
C (-1.942, 2.001, -1.836)
C (-2.933, 2.298, -2.777)
C (-3.823, 3.341, -2.571)
Si (-0.746, 0.623, -2.157)
C (0.099, 0.786, -3.777)
C (1.513, 1.314, -3.714)
C (2.009, 1.815, -5.032)
C (1.338, 1.589, -6.185)
C (0.090, 0.919, -6.197)
C (-0.512, 0.562, -4.978)
C (-1.364, -1.081, -1.763)
C (-2.692, -1.431, -2.011)
C (-3.168, -2.693, -1.682)
C (-2.324, -3.622, -1.089)
C (-0.999, -3.293, -0.838)
C (-0.523, -2.033, -1.176)
H (-4.415, 4.936, -1.265)
H (-2.648, 4.466, 0.397)
H (-1.069, 2.625, 0.038)
H (-3.007, 1.722, -3.693)
H (-4.583, 3.557, -3.309)
H (2.185, 0.480, -3.436)
H (2.984, 2.284, -5.058)
H (1.767, 1.916, -7.123)
H (-0.415, 0.726, -7.132)
H (-1.508, 0.130, -5.005)
H (-3.377, -0.707, -2.438)
H (-4.200, -2.950, -1.883)
H (-2.696, -4.604, -0.830)
H (-0.331, -4.023, -0.398)
H (0.532, -1.811, -1.015)

HOMO-LUMO gap (alpha / beta)	5.840 / 6.336	eV
HOMO energy (alpha / beta)	-8.97 / -10.03	eV
total charge	+1
spin multiplicity	5